This record from OMol25 describes the molecule CH3NOS at a distorted geometry. The level of theory is ωB97M-V/def2-TZVPD.

Charge: 0
Structure (SMILES): ONC=S
E: -567.966976 a.u.
LUMO level: 0.024 eV
Energy relative to the best compared isomer or geometry (same formula, charge and spin): 351.2 kJ/mol
HOMO level: -8.43 eV

Each atom is followed by the atoms it is bonded to, with distances in Å.
Element x y z (Å)
1 C -0.71 0.58 0.16  N2 1.315, S4 1.942, H5 1.138
2 N 0.16 -0.41 0.16  C1 1.315, O3 1.447, H6 1.040
3 O 1.58 -0.15 0.17  N2 1.447, H7 0.933
4 S -2.60 0.15 0.00  C1 1.942
5 H -0.24 1.59 0.41  C1 1.138
6 H -0.08 -1.35 -0.23  N2 1.040
7 H 1.89 -0.42 -0.67  O3 0.933